{
  "formula": "C24H63FN3O9S7",
  "method": "ωB97M-V with the def2-TZVPD basis set",
  "species": ["N", "C", "C", "C", "C", "C", "C", "C", "C", "F", "N", "C", "N", "C", "O", "O", "H", "H", "H", "H", "H", "H", "H", "H", "H", "H", "H", "H", "H", "H", "H", "H", "H", "H", "H", "H", "H", "C", "S", "O", "C", "H", "H", "H", "H", "H", "H", "C", "S", "O", "C", "H", "H", "H", "H", "H", "H", "C", "S", "O", "C", "H", "H", "H", "H", "H", "H", "C", "S", "O", "C", "H", "H", "H", "H", "H", "H", "C", "S", "O", "C", "H", "H", "H", "H", "H", "H", "C", "S", "O", "C", "H", "H", "H", "H", "H", "H", "C", "S", "O", "C", "H", "H", "H", "H", "H", "H"],
  "xyz": [[-1.166, 0.846, -4.254], [-1.591, -0.146, -3.265], [-1.297, -1.636, -3.567], [-0.002, -1.931, -4.346], [1.097, -2.650, -3.557], [1.943, -1.710, -2.627], [1.829, -2.288, -1.199], [2.483, -1.442, -0.117], [2.527, -2.126, 1.239], [2.759, -3.502, 1.145], [1.413, -0.333, -2.683], [2.386, 0.740, -2.693], [1.657, 2.021, -2.632], [3.415, -1.803, -3.146], [4.294, -2.194, -2.340], [3.579, -1.495, -4.332], [-0.258, 1.203, -3.976], [-1.090, 0.420, -5.166], [-2.682, -0.059, -3.185], [-1.222, 0.131, -2.288], [-2.153, -2.089, -4.070], [-1.254, -2.147, -2.601], [0.423, -1.050, -4.813], [-0.277, -2.608, -5.162], [0.603, -3.413, -2.952], [1.750, -3.157, -4.260], [0.762, -2.402, -0.993], [2.291, -3.268, -1.231], [3.470, -1.115, -0.419], [1.869, -0.546, 0.030], [1.569, -2.000, 1.747], [3.329, -1.722, 1.856], [0.842, -0.216, -1.853], [2.942, 0.733, -3.622], [3.081, 0.664, -1.845], [1.065, 2.033, -1.807], [2.369, 2.734, -2.521], [6.949, -3.411, -1.993], [8.165, -4.209, -0.954], [8.492, -3.285, 0.171], [9.532, -4.090, -2.120], [6.007, -3.329, -1.456], [7.293, -2.412, -2.260], [6.793, -4.011, -2.889], [9.705, -3.042, -2.367], [9.290, -4.659, -3.017], [10.419, -4.510, -1.647], [-3.637, 3.399, -2.462], [-1.960, 3.564, -1.845], [-1.564, 2.221, -1.351], [-2.371, 4.522, -0.384], [-3.590, 2.775, -3.353], [-4.258, 2.921, -1.702], [-4.028, 4.385, -2.715], [-3.058, 3.951, 0.231], [-2.817, 5.474, -0.680], [-1.460, 4.704, 0.176], [-2.469, -6.072, -0.625], [-2.626, -4.280, -0.632], [-1.335, -3.749, -1.123], [-2.634, -4.084, 1.155], [-2.397, -6.401, -1.659], [-1.565, -6.355, -0.084], [-3.350, -6.514, -0.158], [-1.716, -4.503, 1.568], [-3.507, -4.584, 1.576], [-2.688, -3.019, 1.370], [-2.517, 1.377, 2.797], [-3.358, 2.955, 2.753], [-2.324, 3.979, 2.439], [-3.669, 3.075, 4.515], [-2.202, 1.143, 1.781], [-1.647, 1.457, 3.450], [-3.201, 0.607, 3.150], [-2.722, 3.027, 5.050], [-4.324, 2.263, 4.831], [-4.154, 4.026, 4.718], [-1.979, 4.863, 8.304], [-3.546, 4.052, 8.637], [-4.241, 3.912, 7.332], [-4.304, 5.443, 9.485], [-1.363, 4.173, 7.732], [-2.154, 5.769, 7.723], [-1.486, 5.100, 9.247], [-4.318, 6.308, 8.823], [-3.744, 5.662, 10.394], [-5.322, 5.158, 9.742], [-6.727, -3.945, 1.499], [-6.562, -2.173, 1.253], [-5.360, -1.745, 2.011], [-7.989, -1.713, 2.243], [-5.895, -4.426, 0.989], [-6.692, -4.171, 2.565], [-7.667, -4.285, 1.064], [-7.867, -2.092, 3.258], [-8.892, -2.117, 1.787], [-8.042, -0.626, 2.259], [6.427, 4.837, -3.265], [5.773, 3.192, -2.943], [4.299, 3.324, -2.883], [6.353, 3.085, -1.247], [6.130, 5.117, -4.273], [6.010, 5.544, -2.547], [7.515, 4.814, -3.195], [5.940, 3.911, -0.667], [7.443, 3.110, -1.234], [6.005, 2.137, -0.843]],
  "atomic_forces_ev_per_a": [[-0.256, 0.236, 0.470], [-0.752, -0.315, -0.515], [0.528, 0.436, 0.432], [-0.121, -0.737, -0.298], [-0.357, 0.481, 0.148], [-0.110, -0.717, 0.114], [0.125, 0.366, -0.442], [-0.184, 0.023, 0.162], [-0.147, 0.142, -0.204], [0.068, -0.038, 0.043], [0.288, -0.150, 0.082], [-0.446, 0.533, 0.226], [0.084, -0.289, -0.060], [0.063, 0.155, 0.272], [0.113, -0.118, 0.220], [0.072, 0.231, -0.742], [0.182, -0.055, -0.238], [0.167, -0.016, -0.088], [-0.105, -0.043, 0.180], [0.229, 0.147, -0.005], [-0.077, 0.106, -0.272], [-0.003, 0.032, -0.163], [-0.014, 0.190, 0.021], [0.046, -0.020, -0.129], [0.076, -0.141, 0.112], [0.167, 0.014, -0.055], [-0.075, -0.143, 0.199], [-0.037, -0.176, 0.108], [0.173, -0.193, -0.145], [0.094, 0.186, 0.072], [-0.044, -0.147, 0.137], [0.002, 0.064, 0.138], [-0.144, 0.113, -0.039], [0.156, -0.226, -0.049], [0.279, -0.084, -0.045], [-0.056, 0.066, 0.042], [-0.199, 0.127, -0.036], [0.040, 0.012, 0.096], [-0.085, -0.038, -0.069], [0.085, 0.037, 0.004], [0.089, -0.015, -0.047], [-0.021, 0.026, -0.039], [-0.016, 0.022, 0.018], [-0.037, -0.013, 0.007], [-0.045, 0.015, 0.025], [-0.011, 0.000, -0.003], [-0.019, -0.003, 0.033], [-0.133, -0.018, -0.062], [0.191, 0.040, -0.157], [0.039, -0.007, 0.369], [-0.146, 0.158, -0.311], [0.091, -0.024, 0.012], [0.050, -0.003, 0.029], [0.011, 0.005, -0.010], [-0.022, 0.009, -0.043], [0.012, -0.013, -0.039], [0.037, -0.074, 0.011], [-0.034, -0.118, 0.066], [-0.042, 0.017, -0.021], [-0.047, -0.161, 0.205], [0.060, -0.003, 0.105], [0.007, 0.045, -0.021], [0.022, 0.051, -0.014], [-0.007, -0.004, -0.010], [0.025, 0.004, -0.055], [-0.007, 0.018, 0.002], [-0.049, 0.010, -0.035], [0.101, -0.132, -0.062], [-0.021, -0.047, 0.104], [0.061, 0.094, 0.335], [-0.051, -0.081, -0.030], [0.003, 0.055, -0.028], [-0.014, 0.034, -0.015], [-0.074, -0.047, 0.003], [0.028, 0.009, -0.027], [-0.010, 0.006, 0.007], [0.006, 0.017, -0.023], [0.071, 0.071, 0.005], [0.045, -0.045, 0.058], [-0.072, 0.030, 0.011], [-0.011, 0.100, 0.041], [-0.023, -0.031, -0.004], [-0.040, -0.018, -0.017], [0.005, -0.018, 0.005], [0.009, -0.027, -0.036], [0.000, -0.015, 0.008], [-0.001, -0.039, -0.015], [-0.059, -0.102, 0.047], [0.059, 0.076, -0.110], [0.039, -0.027, 0.097], [-0.097, -0.015, 0.073], [0.009, 0.038, -0.040], [0.024, 0.042, 0.005], [0.003, -0.005, -0.023], [0.045, -0.002, -0.010], [-0.006, 0.009, -0.017], [0.038, 0.001, -0.025], [0.049, 0.111, 0.053], [0.066, -0.204, -0.088], [0.056, 0.257, 0.030], [0.046, 0.015, 0.105], [-0.024, -0.037, -0.013], [-0.031, -0.029, 0.008], [0.004, -0.012, -0.013], [-0.035, 0.006, -0.037], [0.003, -0.025, -0.009], [-0.020, -0.028, -0.048]],
  "de_lowest_kcal_mol": 0.00,
  "e_homo_ev": -4.12,
  "energy_ha": -4680.6592,
  "charge": -1,
  "lumo_ev": 1.57
}

---

{
  "formula": "C15H18BO7P",
  "method": "ωB97M-V with the def2-TZVPD basis set",
  "species": ["C", "B", "O", "C", "C", "P", "C", "O", "C", "O", "C", "C", "C", "C", "C", "C", "C", "O", "H", "H", "H", "H", "H", "H", "H", "H", "H", "H", "H", "H", "C", "O", "C", "O", "O", "C", "H", "H", "H", "H", "H", "H"],
  "xyz": [[-2.426, 2.083, 0.567], [-1.200, 2.195, 1.543], [-0.993, 3.308, 2.317], [-0.149, 1.000, 1.651], [0.090, 0.309, 2.781], [-0.750, 0.736, 4.337], [-0.622, -0.716, 5.447], [-2.372, 0.754, 3.956], [1.100, -0.798, 2.726], [1.042, -1.791, 3.406], [2.203, -0.642, 1.742], [3.457, -1.200, 1.957], [4.438, -1.029, 0.984], [4.169, -0.344, -0.199], [2.914, 0.214, -0.414], [1.944, 0.070, 0.578], [0.599, 0.680, 0.403], [0.163, 0.932, -0.695], [-3.304, 1.890, 1.194], [-2.586, 3.001, 0.008], [-2.341, 1.240, -0.107], [-1.830, 3.603, 2.689], [-1.503, -0.656, 6.085], [0.254, -0.648, 6.082], [-0.680, -1.654, 4.910], [-2.739, 1.449, 4.511], [3.667, -1.739, 2.867], [5.432, -1.428, 1.126], [4.921, -0.226, -0.965], [2.652, 0.759, -1.308], [-2.191, -2.194, -6.755], [-1.073, -1.485, -6.221], [-1.292, -0.945, -5.018], [-2.319, -1.018, -4.394], [-0.184, -0.319, -4.636], [-0.273, 0.311, -3.349], [-1.880, -2.576, -7.723], [-2.464, -3.026, -6.108], [-3.043, -1.528, -6.886], [-0.469, -0.425, -2.578], [-1.049, 1.073, -3.351], [0.686, 0.777, -3.160]],
  "atomic_forces_ev_per_a": [[0.082, -0.255, 0.586], [-0.295, -0.308, -0.504], [0.015, -0.645, 0.584], [-0.031, 0.670, 0.105], [-0.415, -0.391, -0.242], [0.571, 0.692, 1.026], [-0.708, -0.168, -0.523], [0.271, -0.205, -0.317], [0.264, -0.003, -0.217], [-0.021, -0.286, 0.399], [0.173, 0.238, -0.102], [0.151, 0.142, -0.435], [-0.086, 0.038, -0.069], [-0.440, 0.219, -0.077], [-0.119, -0.351, 0.600], [0.173, 0.098, -0.320], [0.352, -0.325, 0.411], [-0.128, 0.382, -0.204], [-0.166, 0.119, -0.047], [-0.084, 0.106, -0.070], [0.013, -0.020, -0.186], [0.015, 0.587, -0.383], [-0.036, 0.183, 0.145], [0.236, -0.061, -0.106], [0.195, -0.150, 0.145], [-0.222, 0.037, -0.108], [-0.053, -0.095, 0.090], [0.038, -0.105, 0.127], [0.188, -0.069, 0.062], [0.108, 0.023, -0.135], [-0.077, -0.110, -0.153], [0.020, -0.003, -0.020], [0.061, 0.023, 0.006], [-0.016, -0.007, -0.014], [0.024, 0.056, -0.035], [0.001, 0.013, -0.092], [0.114, 0.055, 0.021], [-0.058, 0.062, 0.056], [-0.028, -0.016, 0.097], [-0.096, -0.036, -0.006], [-0.068, -0.073, 0.045], [0.084, -0.060, -0.140]],
  "e_homo_ev": -8.44,
  "energy_ha": -1475.3361,
  "lumo_ev": -1.16,
  "smiles": "CB(O)C1=C(P(C)O)C(=O)c2ccccc2C1=O.COC(=O)OC"
}

---

Question: What is the formula in the second record?
Answer: C15H18BO7P

---

Question: Which formula does entry 1 have?
Answer: C24H63FN3O9S7